No. 1
A 5-piece molecular cluster, C12H30F3O6 overall at a distorted geometry. Source: OMol25; level of theory: ωB97M-V with the def2-TZVPD basis set.

Net charge = -1
F_max = 0.0463 hartree/bohr
E_HOMO = -5.10 eV
HOMO-LUMO gap = 8.1 eV

The geometry in XYZ format:
```
51
Properties=species:S:1:pos:R:3:nbo_charge:R:1
C -0.084 0.968 0.590 0.34
O -0.426 1.759 -0.519 -0.56
O -0.238 -0.315 0.272 -0.93
C 1.282 1.374 1.243 0.92
F 2.324 0.738 0.595 -0.35
F 1.609 2.700 1.175 -0.35
F 1.329 0.992 2.537 -0.34
C -0.788 3.120 -0.392 -0.06
C -1.234 3.590 -1.793 -0.62
H -1.400 4.665 -1.723 0.19
H -0.508 3.317 -2.557 0.22
H -2.148 3.051 -2.036 0.21
H 0.052 3.667 0.035 0.17
H -1.693 3.206 0.221 0.15
H -0.768 1.207 1.439 0.07
C 2.363 -2.508 2.026 -0.64
C 2.746 -2.539 0.548 -0.05
O 1.619 -2.592 -0.291 -0.74
H 1.640 -1.728 2.269 0.22
H 3.210 -2.207 2.660 0.19
H 2.094 -3.489 2.420 0.20
H 3.400 -3.381 0.318 0.15
H 3.346 -1.640 0.349 0.15
H 1.026 -1.878 0.010 0.51
C 3.131 0.697 -2.244 -0.65
C 3.382 0.836 -3.737 -0.07
O 2.111 1.058 -4.395 -0.72
H 2.142 0.316 -1.992 0.26
H 3.303 1.628 -1.701 0.21
H 3.822 0.038 -1.706 0.21
H 3.901 0.004 -4.219 0.16
H 3.953 1.757 -3.896 0.15
H 2.313 1.666 -5.110 0.45
C -1.346 -0.683 3.943 -0.64
C -2.320 -1.373 3.033 -0.06
O -1.645 -2.244 2.134 -0.74
H -0.589 -1.343 4.378 0.20
H -1.865 -0.173 4.762 0.19
H -0.708 0.041 3.431 0.22
H -2.914 -0.584 2.551 0.15
H -2.997 -2.038 3.577 0.16
H -0.952 -1.701 1.707 0.50
C -4.052 -0.656 -1.780 -0.63
C -3.439 -1.398 -0.569 -0.05
O -2.276 -2.075 -0.935 -0.74
H -5.106 -0.425 -1.596 0.18
H -4.091 -1.377 -2.603 0.20
H -3.491 0.225 -2.079 0.21
H -4.217 -2.007 -0.095 0.14
H -3.243 -0.618 0.176 0.16
H -1.560 -1.643 -0.435 0.52
```

=====

No. 2
C12H30F6K3O6P as an isolated structure at a distorted geometry. Source: OMol25; level of theory: ωB97M-V with the def2-TZVPD basis set.

Net charge = +2
F_max = 0.0684 hartree/bohr
E_HOMO = -12.46 eV
HOMO-LUMO gap = 6.2 eV

The geometry in XYZ format:
```
58
Properties=species:S:1:pos:R:3:nbo_charge:R:1
K -13.203 -7.859 -2.712 0.98
K -8.953 -11.239 -0.706 0.98
K -13.826 -13.728 -1.990 1.00
P -12.681 -10.498 0.465 2.59
F -12.044 -9.014 0.796 -0.57
F -11.588 -11.267 1.387 -0.57
F -13.741 -10.425 1.759 -0.56
F -13.326 -11.954 0.082 -0.63
F -13.806 -9.772 -0.498 -0.60
F -11.744 -10.753 -0.855 -0.63
C -18.974 -8.627 1.649 -0.24
O -17.605 -8.922 1.720 -0.56
C -17.126 -10.237 1.358 -0.10
C -17.530 -11.393 2.385 -0.08
O -18.887 -11.589 2.479 -0.53
C -19.560 -12.191 1.418 -0.25
H -19.497 -9.176 2.432 0.20
H -19.326 -8.911 0.657 0.15
H -19.051 -7.542 1.719 0.19
H -16.036 -10.234 1.395 0.20
H -17.420 -10.500 0.342 0.15
H -17.280 -11.121 3.410 0.21
H -16.963 -12.290 2.135 0.15
H -20.599 -12.319 1.720 0.21
H -19.103 -13.149 1.169 0.16
H -19.608 -11.573 0.520 0.16
C -16.845 -7.010 -2.112 -0.26
O -15.792 -6.400 -1.343 -0.57
C -15.374 -6.926 -0.114 -0.09
C -14.237 -6.085 0.305 -0.10
O -13.176 -6.609 -0.446 -0.63
C -11.820 -6.340 0.064 -0.26
H -17.759 -6.873 -1.536 0.20
H -16.763 -8.094 -2.192 0.15
H -16.971 -6.703 -3.151 0.20
H -15.119 -7.984 -0.186 0.18
H -16.109 -6.807 0.682 0.20
H -14.118 -6.268 1.373 0.20
H -14.397 -5.116 -0.167 0.22
H -11.773 -6.312 1.153 0.21
H -11.798 -5.295 -0.248 0.19
H -11.078 -6.931 -0.473 0.17
C -8.920 -8.328 1.780 -0.25
O -8.603 -9.741 1.629 -0.61
C -8.156 -10.465 2.789 -0.09
C -7.277 -11.674 2.368 -0.08
O -7.892 -12.565 1.472 -0.59
C -7.218 -13.781 1.306 -0.27
H -9.165 -7.951 0.787 0.18
H -8.145 -7.711 2.234 0.19
H -9.740 -8.077 2.453 0.19
H -9.039 -10.773 3.350 0.19
H -7.652 -9.836 3.523 0.20
H -6.970 -12.201 3.271 0.20
H -6.462 -11.290 1.754 0.17
H -7.316 -14.490 2.128 0.20
H -6.148 -13.665 1.128 0.18
H -7.576 -14.374 0.464 0.19
```

=====

No. 3
A 6-piece molecular cluster, C12H30FNO7 overall at a distorted geometry. Source: OMol25; level of theory: ωB97M-V with the def2-TZVPD basis set.

Net charge = +2
F_max = 0.0680 hartree/bohr
E_HOMO = -12.43 eV
HOMO-LUMO gap = 3.5 eV

The geometry in XYZ format:
```
51
Properties=species:S:1:pos:R:3:nbo_charge:R:1
O 2.480 -1.197 2.543 -0.75
H 1.854 -0.625 2.094 0.59
H 2.219 -1.347 3.455 0.58
H 3.395 -0.911 2.490 0.54
O 2.743 -0.790 -0.679 -0.78
H 2.447 -0.639 -1.580 0.59
H 3.659 -0.533 -0.552 0.52
H 2.214 -0.182 -0.159 0.55
O 3.959 2.219 2.202 -0.72
H 4.817 2.513 2.518 0.58
H 3.403 2.086 2.973 0.57
H 3.968 1.438 1.644 0.56
F 1.629 0.925 0.839 -0.86
C 0.850 1.696 -2.186 -0.27
O 1.442 0.521 -2.809 -0.60
C 0.713 0.004 -3.958 -0.08
C 1.165 -1.452 -4.271 -0.27
N 1.387 -2.122 -2.943 -0.67
C 0.097 -2.710 -2.384 -0.25
C -0.947 -1.704 -1.869 -0.10
O -1.418 -2.353 -0.683 -0.56
C -2.520 -1.723 -0.073 -0.27
H 0.126 1.592 -1.378 0.19
H 0.396 2.456 -2.822 0.21
H 1.738 2.238 -1.859 0.18
H 0.970 0.751 -4.709 0.20
H -0.374 0.022 -3.879 0.19
H 1.978 -1.416 -4.996 0.22
H 0.399 -1.907 -4.899 0.21
H 2.114 -2.813 -3.063 0.38
H 0.425 -3.269 -1.508 0.22
H -0.375 -3.454 -3.025 0.21
H -1.843 -1.667 -2.489 0.19
H -0.729 -0.747 -1.396 0.18
H -3.477 -2.211 -0.254 0.20
H -2.801 -0.753 -0.484 0.17
H -2.322 -1.530 0.981 0.19
C -2.034 0.617 3.778 -0.24
C -3.265 1.303 3.971 -0.25
C -3.862 1.989 2.906 0.29
C -3.201 1.994 1.679 -0.23
C -1.876 1.447 1.527 -0.26
C -1.377 0.749 2.630 0.24
O -0.105 0.223 2.635 -0.79
O -5.034 2.611 3.017 -0.64
H -1.515 0.186 4.621 0.22
H -3.637 1.181 4.978 0.23
H -3.668 2.610 0.925 0.23
H -1.420 1.440 0.548 0.21
H 0.486 0.646 2.008 0.49
H -5.280 2.599 3.945 0.49
```

=====

No. 4
C12H30IO3P2RuSi as an isolated structure at a distorted geometry. Source: OMol25; level of theory: ωB97M-V with the def2-TZVPD basis set.

Net charge = +2
F_max = 0.1329 hartree/bohr
E_HOMO (spin up / spin down) = -12.98 / -15.59 eV
<S²> = 8.775
Multiplicity = 6
Energy above the lowest of the compared OMol25 structures with the same formula, charge and spin = 0.00 kJ/mol
HOMO-LUMO gap (spin up / spin down) = 6.8 / 5.0 eV

The geometry in XYZ format:
```
50
Properties=species:S:1:pos:R:3:nbo_charge:R:1
C -2.148 -4.932 1.103 -0.80
C -1.266 -3.805 0.972 0.52
H -1.603 -5.781 1.575 0.27
H -2.499 -5.215 0.096 0.28
H -3.004 -4.631 1.730 0.28
O -0.137 -3.555 1.232 -0.59
I -2.295 -1.646 -0.121 0.35
Ru -0.023 -0.182 0.059 0.30
P -0.789 0.349 2.128 1.20
C 0.237 1.470 3.108 -0.98
C -2.261 1.348 1.703 -0.95
H -2.574 1.874 2.619 0.27
H -1.050 -0.830 4.183 0.28
H -3.052 0.674 1.343 0.25
H -2.303 -1.365 3.019 0.27
H 0.586 2.334 2.527 0.28
H -1.995 2.059 0.898 0.30
C -1.254 -1.075 3.137 -0.99
H -0.354 1.848 3.956 0.28
H -0.627 -1.932 2.858 0.27
H 1.123 0.943 3.490 0.27
P 0.476 -1.111 -1.949 1.20
C 2.042 -0.619 -2.709 -0.98
C 0.331 -2.911 -1.993 -0.99
H -1.767 -0.803 -2.795 0.25
H -0.497 -0.511 -4.059 0.27
H -0.849 0.743 -2.781 0.30
C -0.795 -0.337 -3.013 -0.95
H -0.666 -3.259 -2.281 0.27
H 1.077 -3.295 -2.694 0.28
H 2.041 -0.926 -3.767 0.28
H 2.886 -1.101 -2.195 0.27
H 0.561 -3.313 -0.997 0.27
H 2.203 0.466 -2.676 0.28
C 1.146 -1.405 0.858 0.60
O 2.026 -1.991 1.340 -0.35
C 0.481 4.251 0.319 -1.13
Si 0.726 2.684 -0.736 1.84
C 1.319 3.283 -2.442 -1.13
C 2.149 1.683 0.045 -1.18
O -0.597 1.767 -0.817 -1.05
H 1.240 4.989 0.017 0.27
H 0.559 4.101 1.402 0.23
H -0.506 4.703 0.140 0.26
H 1.944 4.177 -2.300 0.27
H 1.896 2.548 -3.016 0.23
H 0.472 3.575 -3.080 0.26
H 1.966 1.361 1.090 0.22
H 2.498 0.829 -0.564 0.23
H 2.924 2.471 0.041 0.30
```

=====

Calculated total energy
In order: -33368.3026; -99776.0801; -31447.8364; -56193.3377
Unit: eV